{
  "formula": "C31H32BrN6NiO4P",
  "method": "ωB97M-V with the def2-TZVPD basis set",
  "elements": ["Ni", "N", "P", "C", "C", "C", "C", "C", "C", "C", "C", "C", "C", "C", "C", "C", "C", "C", "C", "C", "N", "H", "H", "H", "H", "H", "H", "H", "H", "H", "H", "H", "H", "H", "H", "H", "Br", "C", "C", "C", "C", "C", "N", "C", "O", "O", "H", "H", "H", "C", "C", "N", "C", "N", "C", "C", "C", "N", "C", "H", "H", "H", "H", "H", "H", "H", "H", "H", "H", "H", "H", "H", "O", "C", "O", "H"],
  "xyz": [[-0.34894, -0.49159, -0.51989], [1.21059, -3.01431, 0.69713], [1.60738, -1.34566, 0.58863], [1.66875, -0.86892, 2.36212], [2.08585, 0.43112, 2.65476], [2.13052, 0.88109, 3.96230], [1.76510, 0.03127, 5.00182], [1.36449, -1.26455, 4.72093], [1.31452, -1.71270, 3.40526], [3.38836, -1.29934, 0.27049], [4.28358, -2.06570, 1.00997], [5.64444, -1.96376, 0.76802], [6.11296, -1.07185, -0.18807], [5.22164, -0.29023, -0.90845], [3.85668, -0.40857, -0.68917], [-0.04819, -3.41280, 0.28991], [-0.32414, -4.77784, 0.12612], [-1.59060, -5.16346, -0.23542], [-2.57418, -4.19327, -0.42516], [-2.21727, -2.87741, -0.25875], [-0.98518, -2.47798, 0.08808], [1.94504, -3.65801, 0.44256], [2.38399, 1.09599, 1.84943], [2.45475, 1.89244, 4.17323], [1.80195, 0.37903, 6.02635], [1.08317, -1.93193, 5.52588], [0.99294, -2.72427, 3.19142], [3.92238, -2.73062, 1.78719], [6.34054, -2.56890, 1.33452], [7.17687, -0.98439, -0.36742], [5.58742, 0.40627, -1.65167], [3.14760, 0.17562, -1.26387], [0.46422, -5.50069, 0.28728], [-1.81805, -6.21301, -0.37044], [-3.58357, -4.45131, -0.70912], [-2.93321, -2.08567, -0.42903], [-2.12695, -0.88219, 2.82097], [-1.38662, 0.79240, 2.32947], [-1.58725, 1.84746, 3.20573], [-1.07177, 3.08216, 2.85732], [-0.40278, 3.21121, 1.65223], [-0.25847, 2.09911, 0.84227], [-0.73450, 0.88885, 1.18394], [0.46206, 2.24375, -0.50540], [0.75603, 3.38306, -0.85218], [0.68878, 1.15951, -1.12171], [-2.12774, 1.68740, 4.12628], [-1.20096, 3.93089, 3.51639], [0.01167, 4.14434, 1.29993], [-1.30284, 3.30082, -3.78992], [-0.64603, 1.96429, -4.08020], [-1.26212, 0.91734, -3.27406], [-2.14715, 1.14406, -2.28048], [-2.19152, 0.32320, -1.25164], [-3.38064, 0.46425, -0.42497], [-3.67301, 1.92298, -0.10700], [-3.89102, 2.67473, -1.40656], [-2.98987, 2.20180, -2.44721], [-2.79292, 3.05204, -3.61405], [-1.10688, 4.00584, -4.59809], [-0.89980, 3.71802, -2.86403], [0.42225, 2.00293, -3.85849], [-0.77160, 1.71005, -5.13703], [-0.71722, 0.07069, -3.11936], [-3.23737, -0.09377, 0.49893], [-4.25300, 0.02266, -0.92955], [-2.82226, 2.34704, 0.42911], [-4.55439, 2.02333, 0.52897], [-3.72328, 3.74577, -1.25882], [-4.92476, 2.55267, -1.74800], [-3.33874, 3.97946, -3.44460], [-3.21161, 2.57676, -4.50820], [1.95155, -2.39792, -2.15932], [0.98779, -1.99285, -2.80274], [-0.05938, -1.41552, -2.35635], [0.98193, -2.15270, -3.89852]],
  "forces_ev_per_angstrom": [[0.0, 0.1, -0.3], [0.1, 0.2, -0.1], [0.1, -0.1, 0.5], [0.0, 0.0, 0.0], [0.0, 0.0, 0.0], [0.0, 0.0, 0.0], [0.0, 0.0, 0.0], [0.0, 0.0, 0.0], [0.0, 0.0, 0.0], [-0.1, 0.0, -0.2], [0.0, 0.0, 0.0], [0.0, 0.0, 0.0], [0.0, 0.0, 0.0], [0.0, 0.0, 0.0], [0.0, -0.1, -0.1], [-0.2, 0.0, -0.1], [0.0, 0.0, 0.0], [0.0, 0.0, 0.0], [0.0, 0.0, 0.0], [0.0, 0.0, -0.1], [0.1, -0.1, 0.0], [0.0, 0.0, 0.0], [0.0, 0.0, 0.0], [0.0, 0.0, 0.0], [0.0, 0.0, 0.0], [0.0, 0.0, 0.0], [0.0, 0.0, 0.0], [0.0, 0.0, 0.0], [0.0, 0.0, 0.0], [0.0, 0.0, 0.0], [0.0, 0.0, 0.0], [0.0, 0.0, 0.0], [0.0, 0.0, 0.0], [0.0, 0.0, 0.0], [0.0, 0.0, 0.0], [0.0, 0.0, 0.0], [0.1, 0.0, 0.0], [0.1, 0.0, 0.0], [0.0, 0.0, 0.0], [0.0, 0.0, 0.0], [0.0, 0.0, 0.0], [0.0, 0.0, 0.0], [-0.1, 0.1, 0.0], [0.0, 0.0, 0.0], [0.0, 0.0, 0.0], [-0.1, 0.0, 0.0], [0.0, 0.0, 0.0], [0.0, 0.0, 0.0], [0.0, 0.0, 0.0], [0.0, 0.0, 0.0], [0.0, 0.0, 0.0], [0.0, 0.0, 0.0], [0.0, 0.0, 0.0], [0.0, 0.0, -0.1], [0.0, 0.0, 0.0], [0.0, 0.0, 0.0], [0.0, 0.0, 0.0], [0.0, 0.0, 0.0], [0.0, 0.0, 0.0], [0.0, 0.0, 0.0], [0.0, 0.0, 0.0], [0.0, 0.0, 0.0], [0.0, 0.0, 0.0], [0.0, -0.1, 0.0], [0.0, 0.0, -0.1], [0.0, 0.0, 0.0], [0.0, 0.0, 0.0], [0.0, 0.0, 0.0], [0.0, 0.0, 0.0], [0.0, 0.0, 0.0], [0.0, 0.0, 0.0], [0.0, 0.0, 0.0], [0.0, 0.0, 0.2], [0.0, -0.2, 0.0], [0.0, 0.2, 0.1], [0.0, 0.0, 0.0]],
  "s_squared": 2.006,
  "gap_ev": [8.213, 8.453],
  "e_homo_ev": [-7.909, -8.133],
  "multiplicity": 3,
  "total_charge": 0
}

***

{
  "formula": "CH3F2N2P",
  "method": "ωB97M-V with the def2-TZVPD basis set",
  "elements": ["H", "N", "C", "P", "N", "F", "F", "H", "H"],
  "xyz": [[-2.32736, 1.70458, 0.07855], [-1.35596, 1.45091, -0.09913], [-1.04077, 0.29091, 0.19219], [0.84589, -0.26218, -0.06571], [1.48336, -1.44886, -0.80309], [1.40853, 1.02565, -0.77148], [1.41846, 0.12929, 1.40366], [-1.65652, -0.50782, 0.61962], [1.22436, -2.38248, -0.55461]],
  "forces_ev_per_angstrom": [[0.0, -0.3, 0.1], [0.1, 0.9, -0.3], [1.8, -1.8, 0.2], [0.7, 2.2, 0.3], [-0.9, 0.7, 0.7], [-0.6, -0.6, 0.2], [-0.8, -0.8, -1.1], [-0.1, 0.2, -0.1], [-0.1, -0.5, 0.0]],
  "gap_ev": 10.541,
  "e_homo_ev": -10.159,
  "smiles": "[H]/N=C/P(=N)(F)F",
  "total_charge": 0
}

***

{
  "formula": "C36H53N4OP2V",
  "method": "ωB97M-V with the def2-TZVPD basis set",
  "elements": ["C", "C", "C", "C", "C", "H", "H", "H", "N", "P", "P", "C", "H", "H", "C", "H", "C", "C", "C", "C", "C", "H", "H", "H", "C", "H", "H", "H", "C", "H", "H", "H", "C", "H", "H", "H", "C", "H", "H", "H", "C", "H", "H", "H", "C", "H", "H", "H", "C", "H", "H", "H", "C", "H", "H", "H", "C", "H", "H", "H", "C", "H", "H", "H", "C", "H", "H", "H", "V", "C", "O", "N", "C", "C", "C", "C", "C", "H", "C", "H", "C", "H", "H", "H", "N", "C", "C", "C", "N", "C", "C", "H", "H", "H", "H", "H", "H"],
  "xyz": [[2.16136, -1.98263, -1.00496], [1.85230, 0.14846, -1.90904], [3.13993, -2.32308, -1.97325], [2.72781, -0.18652, -3.00100], [3.37965, -1.38798, -2.98030], [3.62355, -3.28883, -1.90547], [2.87117, 0.58644, -3.73422], [4.09635, -1.60909, -3.73461], [1.53018, -0.79305, -0.91104], [0.04357, -2.61382, 0.72334], [1.06823, 2.16925, -0.13901], [1.73323, -3.03066, 0.04355], [1.73479, -4.04557, -0.40940], [2.45583, -3.06333, 0.89488], [1.38832, 1.47296, -1.75550], [1.19547, 2.11262, -2.69131], [-0.23366, 3.63226, -0.29925], [2.78493, 2.88200, 0.04068], [-1.14164, -3.43960, -0.59517], [-0.00301, -3.48067, 2.42167], [-1.54790, 3.20432, 0.32718], [-1.43932, 2.90922, 1.37057], [-2.22965, 4.05643, 0.28903], [-2.01696, 2.39099, -0.21083], [0.26855, 4.85370, 0.49081], [0.44828, 4.62474, 1.55392], [1.17219, 5.31966, 0.06681], [-0.52656, 5.61733, 0.45532], [-0.45476, 3.99896, -1.75868], [-1.17028, 4.83133, -1.78046], [0.44336, 4.34936, -2.27430], [-0.88534, 3.17094, -2.32011], [2.94644, 3.34417, 1.50222], [2.46007, 2.64594, 2.19562], [4.01550, 3.37247, 1.75300], [2.53742, 4.34200, 1.66112], [3.84574, 1.77566, -0.21549], [3.74401, 0.93360, 0.48727], [3.80090, 1.38952, -1.24511], [4.84405, 2.22818, -0.06820], [3.03258, 4.00869, -0.98757], [2.29252, 4.04646, -1.79007], [3.07345, 4.98839, -0.50110], [4.00526, 3.85733, -1.47860], [-1.39277, -3.29813, 3.02152], [-1.34659, -3.62543, 4.06339], [-1.71600, -2.25162, 3.01384], [-2.15135, -3.90762, 2.52882], [1.01106, -2.78276, 3.33381], [2.03886, -2.81219, 2.95378], [0.73858, -1.74307, 3.55202], [1.00091, -3.33023, 4.28439], [0.37581, -4.95771, 2.30175], [0.64090, -5.30509, 3.30554], [-0.45538, -5.57744, 1.96402], [1.24389, -5.13368, 1.65736], [-0.89219, -2.84292, -1.95457], [-1.47312, -3.42157, -2.65964], [-1.23543, -1.82566, -2.02767], [0.14357, -2.88308, -2.26574], [-2.56779, -3.12788, -0.14915], [-2.75776, -2.04819, -0.08357], [-3.23123, -3.53358, -0.91790], [-2.85621, -3.58596, 0.80509], [-0.89859, -4.94172, -0.65534], [0.13866, -5.19823, -0.89383], [-1.20790, -5.48611, 0.24243], [-1.51737, -5.31208, -1.47734], [0.20611, -0.22696, 0.59589], [1.66395, -0.19366, 1.61476], [2.75460, -0.24049, 2.24732], [-1.23456, 0.16029, -0.80101], [-1.16088, 0.64448, -1.89333], [-1.45885, 0.83941, -3.20292], [-2.83482, 0.71771, -3.30225], [-0.66521, 1.02908, -4.39675], [-3.47164, 0.80981, -4.48594], [-3.35475, 0.52684, -2.32710], [-1.34886, 1.11675, -5.60901], [0.42525, 1.06298, -4.35076], [-2.73921, 1.02023, -5.66086], [-4.57391, 0.71214, -4.51860], [-0.75193, 1.25720, -6.54685], [-3.25647, 1.09719, -6.61423], [-3.45535, 1.37957, 5.45894], [-2.67350, 0.97322, 4.41914], [-1.26135, 0.96202, 4.60103], [-0.45105, 0.62660, 3.50252], [-0.99101, 0.27043, 2.29121], [-2.33459, 0.23756, 2.15757], [-3.19022, 0.59036, 3.17700], [-3.06093, 1.66522, 6.34959], [-4.44327, 1.42244, 5.35488], [-0.77931, 1.23160, 5.55963], [0.66469, 0.67671, 3.60901], [-2.68644, -0.04955, 1.19674], [-4.23701, 0.59421, 3.02844]],
  "forces_ev_per_angstrom": [[0.9, -1.4, 0.1], [-0.5, 0.9, 0.5], [-1.8, 0.4, 1.7], [-0.8, -0.6, 0.9], [-0.2, 0.5, -0.2], [0.0, 0.1, -0.2], [0.3, 0.0, -0.2], [0.5, -0.2, -0.6], [1.2, 0.4, -1.9], [0.2, -1.1, -0.5], [-0.1, -0.2, -1.1], [0.3, -0.1, 0.0], [0.1, 0.7, 0.3], [-0.5, 0.1, -0.6], [-1.9, 0.2, -1.9], [1.0, -0.9, 1.5], [1.3, -0.5, 0.3], [0.3, 0.1, 0.7], [0.7, 0.2, 2.0], [0.0, 0.2, -1.1], [-0.2, 0.1, 0.1], [0.1, 0.0, 0.1], [-0.1, 0.0, 0.0], [-0.1, -0.2, 0.0], [0.0, 0.4, 0.0], [-0.1, 0.0, -0.4], [-0.4, -0.3, 0.2], [0.2, -0.2, 0.0], [-0.2, 0.4, 0.0], [0.0, -0.1, -0.1], [-0.1, -0.1, 0.1], [0.0, 0.1, 0.0], [0.5, 0.2, 0.0], [0.1, 0.1, -0.1], [-0.2, 0.1, 0.1], [0.1, -0.1, 0.1], [-0.1, -0.1, 0.0], [0.1, 0.3, -0.3], [0.1, 0.2, 0.5], [-0.4, -0.2, 0.0], [0.4, 0.1, 0.0], [0.1, 0.0, 0.2], [0.0, -0.1, -0.1], [-0.2, 0.1, 0.2], [-0.1, -0.2, 0.3], [-0.1, 0.0, 0.1], [0.1, -0.1, 0.0], [0.1, 0.0, 0.1], [0.1, 0.0, 0.1], [-0.2, 0.0, 0.1], [0.1, -0.3, -0.1], [0.1, 0.1, -0.1], [0.0, -0.2, 0.4], [0.0, -0.1, -0.1], [0.2, 0.1, 0.0], [-0.2, 0.1, 0.1], [0.1, 0.1, -0.2], [-0.2, -0.2, -0.4], [0.0, 0.3, 0.1], [0.3, -0.1, -0.1], [-0.4, -0.1, -0.1], [0.1, -0.2, -0.1], [-0.2, 0.1, 0.0], [0.2, 0.1, -0.4], [-0.3, -0.3, -0.2], [-0.2, 0.0, 0.1], [0.1, 0.3, -0.3], [0.1, -0.2, 0.0], [-2.3, 1.2, -1.4], [11.1, -0.7, 6.6], [-7.3, 0.5, -4.1], [-0.4, 1.9, -3.7], [1.9, -2.6, 5.8], [0.2, 0.7, -3.9], [-0.7, -0.2, 2.0], [-0.9, -0.3, 1.3], [-1.5, 0.1, -1.9], [0.1, 0.2, -1.3], [0.9, 0.1, -0.4], [-0.5, 0.0, 0.1], [-0.1, 0.0, 0.3], [0.8, 0.1, -0.1], [-0.7, -0.1, 1.0], [0.1, 0.0, 0.2], [0.5, -0.1, -0.1], [1.0, 0.4, 1.1], [0.7, -0.3, -1.1], [-1.0, 0.3, 0.4], [0.2, 0.2, 0.8], [0.9, 0.5, 1.4], [0.7, 0.0, 0.1], [-0.1, -0.2, -0.5], [-0.5, 0.0, 0.0], [-0.5, -0.1, -0.7], [-1.3, -0.1, -0.3], [-0.3, -0.2, -0.6], [-0.9, -0.1, -0.2]],
  "s_squared": 3.779,
  "gap_ev": [5.981, 5.439],
  "e_homo_ev": [-8.707, -8.721],
  "multiplicity": 4,
  "total_charge": 1
}

***

{
  "formula": "C20H18BBrIrN5S",
  "method": "ωB97M-V with the def2-TZVPD basis set",
  "elements": ["Ir", "S", "C", "N", "N", "C", "C", "C", "C", "C", "C", "N", "N", "C", "C", "C", "C", "C", "C", "H", "H", "H", "H", "H", "H", "H", "H", "H", "H", "H", "B", "C", "N", "H", "H", "H", "Br", "C", "C", "C", "C", "C", "C", "H", "H", "H", "H"],
  "xyz": [[-0.11595, -0.03050, -2.29967], [2.16245, -0.39984, -2.28976], [2.36094, -0.54137, -0.56917], [3.60245, -0.60371, -0.10511], [3.85769, -0.85102, 1.16317], [3.21931, -1.69422, 2.09686], [2.32323, -2.69488, 1.72831], [1.78581, -3.52180, 2.69685], [2.12842, -3.36708, 4.03566], [3.03355, -2.38131, 4.39605], [3.58201, -1.55090, 3.43206], [1.30973, -0.52012, 0.25757], [0.16401, -0.28296, -0.24690], [-0.90513, -0.22505, 0.68794], [-0.70363, -0.59667, 2.02133], [-1.75185, -0.51302, 2.91545], [-3.00139, -0.06337, 2.50352], [-3.20034, 0.29925, 1.18006], [-2.15676, 0.22640, 0.27395], [4.75192, -0.47751, 1.44459], [2.06652, -2.84211, 0.68938], [1.09652, -4.30176, 2.40161], [1.69984, -4.01579, 4.78713], [3.31827, -2.25546, 5.43204], [4.28771, -0.77825, 3.71548], [0.26847, -0.95237, 2.33120], [-1.59544, -0.80682, 3.94499], [-3.81455, 0.00984, 3.21314], [-4.17191, 0.63584, 0.84519], [-2.30424, 0.52894, -0.74975], [-4.52333, -1.00593, -3.46941], [-3.07694, -0.54434, -3.16410], [-1.99715, -0.20420, -2.89792], [-4.75500, -1.89807, -2.68285], [-4.54716, -1.37240, -4.62309], [-5.26748, -0.06374, -3.32244], [0.30776, 6.52909, -3.36909], [0.16093, 4.66409, -3.06202], [0.15579, 3.79527, -4.13841], [0.04672, 2.42902, -3.91102], [-0.05132, 1.94104, -2.61603], [-0.04658, 2.82703, -1.54521], [0.06077, 4.19346, -1.76346], [0.23725, 4.17336, -5.14780], [0.04440, 1.75643, -4.76221], [-0.11978, 2.46437, -0.52725], [0.07350, 4.88313, -0.93089]],
  "forces_ev_per_angstrom": [[1.5, -0.6, 1.0], [-0.6, 0.2, 0.1], [0.5, -0.2, -0.4], [-0.3, 0.4, 0.3], [0.0, 0.0, -0.2], [-0.2, 0.0, 0.2], [0.2, -0.1, -0.1], [0.0, 0.0, 0.0], [0.0, 0.0, 0.0], [0.0, 0.0, 0.0], [0.0, 0.1, -0.1], [-0.2, 0.2, 0.3], [0.2, 0.3, -1.7], [-0.5, 0.2, 0.2], [0.2, -0.1, -0.2], [-0.1, 0.0, 0.0], [0.0, 0.0, 0.0], [0.0, 0.0, 0.1], [0.2, 0.0, -0.1], [0.1, -0.3, -0.1], [0.0, 0.0, 0.0], [0.0, 0.0, 0.0], [0.0, 0.0, 0.0], [0.0, 0.0, 0.0], [0.0, 0.0, 0.0], [0.0, 0.0, 0.1], [0.0, 0.0, 0.0], [0.0, 0.0, 0.0], [0.0, 0.0, 0.0], [-0.1, 0.0, 0.0], [-0.3, 0.0, -0.1], [0.2, 0.2, 0.0], [-0.8, 0.0, -0.1], [0.0, 0.0, 0.0], [0.1, -0.1, 0.0], [0.1, 0.1, 0.1], [0.0, 0.0, 0.0], [0.0, 0.0, 0.0], [0.0, 0.0, 0.0], [0.0, -0.2, -0.1], [-0.1, -0.1, 0.7], [0.0, 0.1, 0.0], [0.0, 0.0, -0.1], [0.0, 0.0, 0.0], [0.0, 0.0, 0.0], [0.0, 0.0, 0.0], [0.0, 0.0, 0.0]],
  "gap_ev": [5.837, 5.887],
  "e_homo_ev": [-8.082, -8.204],
  "total_charge": 0
}

***

Asked for relative energy (zero: lowest compared OMol25 entry of this formula, charge and spin) across the records above, the calculation gives 0.282, 0.095, 0.000, 0.454 eV in order.
Asked for E_tot across the records above, the calculation gives -6253.863039, -690.533777, -3324.325993, -4147.965817 a.u. in order.